# 1
DFT (the ωB97M-V functional and the def2-TZVPD basis) results for a molecular structure, C29H43N3O7P2Tb at a distorted geometry.

Calculated values
multiplicity: 7
E_HOMO (alpha / beta): -8.166 / -9.882 eV
total charge: +1
orbital gap (alpha / beta): 4.39 / 4.39 eV
strongest force on any atom: 0.1577 hartree/bohr

Geometry as XYZ:
```
85
C29H43N3O7P2Tb (the ωB97M-V functional and the def2-TZVPD basis)
Tb -0.529 2.196 -3.007
P -2.474 -0.156 -2.959
P 3.895 0.515 -1.384
O 0.865 6.096 -1.935
O 0.052 7.524 2.705
O -1.873 1.600 2.757
O -2.226 1.191 0.621
O -0.450 2.409 -0.797
O -0.304 4.394 -2.690
O -0.932 6.146 4.099
N -1.788 1.914 1.538
N -0.473 6.424 2.971
N 0.182 5.105 -1.701
C -1.774 0.739 -5.700
C 0.450 -1.176 2.479
C -2.389 1.304 -4.385
C -0.106 5.732 0.641
C -1.103 4.170 2.245
C -0.626 3.425 -0.022
C -1.619 3.600 -5.327
C -0.097 3.437 -5.668
C -0.763 -2.434 0.985
C 0.584 1.191 -4.672
C -2.208 2.783 -4.210
C 4.440 2.257 -1.679
C 1.353 -1.704 1.514
C 0.776 -0.285 3.606
C 2.802 -1.434 1.436
C 2.152 0.736 -1.414
C -2.941 -1.667 -3.861
C -0.267 0.425 -5.664
C 0.752 2.570 -4.769
C 4.209 -0.212 -3.059
C -1.195 3.203 1.256
C -1.916 -3.033 0.283
C -0.849 -1.668 2.177
C -0.194 4.760 -0.361
C 0.605 -2.496 0.600
C -3.980 0.252 -2.022
C -2.063 -1.415 2.966
C -0.554 5.425 1.934
C 1.172 -3.253 -0.535
H -1.990 1.428 -6.529
H 5.461 2.358 -1.284
H 0.110 0.611 -6.682
H -0.004 3.093 -6.714
H 0.634 -0.793 4.574
H 0.433 -3.949 -0.944
H -2.171 -1.932 -4.598
H -2.980 3.297 -3.617
H -2.309 -0.184 -5.968
H -1.845 -1.482 4.041
H 1.504 -0.124 -1.624
H -3.920 -1.570 -4.354
H 1.660 3.055 -4.370
H -2.180 3.434 -6.261
H 2.051 -3.834 -0.221
H 3.198 -1.167 2.422
H -1.612 -3.456 -0.681
H 3.659 -1.156 -3.158
H 3.775 2.945 -1.141
H -1.467 3.946 3.244
H -1.793 4.658 -5.065
H 1.816 0.054 3.546
H 5.285 -0.423 -3.145
H 1.730 1.423 -0.670
H -2.845 -2.142 2.719
H -4.698 0.809 -2.638
H 1.494 -2.584 -1.347
H -4.442 -0.684 -1.676
H 3.906 0.489 -3.849
H 0.114 0.595 3.595
H 4.440 2.493 -2.753
H 1.320 0.600 -4.099
H -2.445 -0.403 2.779
H 3.346 -2.317 1.072
H -3.488 1.175 -4.416
H -3.705 0.840 -1.133
H -2.998 -2.481 -3.121
H 0.345 4.448 -5.648
H 3.021 -0.606 0.739
H -0.122 -0.651 -5.481
H -2.379 -3.832 0.879
H -2.690 -2.275 0.088
H 0.286 6.715 0.394
```

---

# 2
DFT (the ωB97M-V functional and the def2-TZVPD basis) results for a molecular structure, C29H44AlCl2F2N2O4 at a distorted geometry.

Calculated values
E_HOMO: -5.578 eV
total charge: -1
orbital gap: 7.50 eV
strongest force on any atom: 0.0198 hartree/bohr

Geometry as XYZ:
```
84
C29H44AlCl2F2N2O4 (the ωB97M-V functional and the def2-TZVPD basis)
Cl -3.915 6.858 2.688
Cl -1.641 5.681 1.246
Al 3.661 -2.754 -3.110
F 3.956 -5.165 -4.908
F 2.036 -3.555 -6.543
O 1.839 -1.579 -5.558
O 2.622 1.109 -1.940
O 2.343 2.964 -0.054
O 5.016 -4.113 -6.537
N 3.663 -2.901 -5.086
N -2.651 -3.830 -4.136
C -1.233 -1.403 5.133
C -4.859 -3.601 -4.150
C -3.831 -4.506 -4.106
C -2.972 6.835 1.189
C 2.966 0.156 -2.977
C -0.426 2.548 3.036
C -1.334 -4.470 -4.105
C 1.875 3.298 -1.346
C -1.063 3.196 5.408
C -1.451 2.403 4.161
C 1.409 2.844 0.926
C -0.949 0.357 6.837
C 2.491 -2.573 -5.681
C -0.816 0.075 5.335
C 1.972 -3.490 -2.307
C 4.278 -4.044 -5.609
C -0.561 1.835 1.844
C 0.646 0.215 4.907
C -2.743 3.056 3.622
C 3.963 -0.872 -2.486
C 2.488 2.415 -2.423
C -4.270 -2.319 -4.212
C -0.239 -3.556 -3.587
C 1.562 3.563 2.093
C 1.026 -4.326 -3.197
C 0.654 3.413 3.130
C -1.775 0.929 4.474
C -2.909 -2.496 -4.202
C 0.338 1.968 0.807
H 0.789 3.216 -1.403
H 1.531 -4.669 -4.101
H 3.471 2.809 -2.710
H -1.743 2.937 6.219
H 0.007 -2.801 -4.333
H 4.984 -0.576 -2.739
H -2.487 4.045 3.243
H 1.247 -0.567 5.370
H -1.175 4.265 5.228
H 2.402 4.236 2.199
H -1.989 0.492 7.130
H -3.896 -5.579 -4.055
H -2.151 -1.735 -4.229
H -1.652 -1.579 4.143
H 3.385 0.705 -3.823
H -0.510 -0.467 7.400
H -2.563 7.826 1.033
H -2.762 0.891 4.945
H 2.140 4.341 -1.545
H -1.101 -4.802 -5.117
H 1.418 -2.668 -1.844
H 1.073 1.185 5.155
H -0.401 1.251 7.133
H -4.777 -1.370 -4.247
H 1.824 2.427 -3.295
H -0.606 -3.058 -2.687
H 4.935 -3.646 -2.659
H -0.383 -2.073 5.251
H 2.027 -0.312 -3.279
H -5.911 -3.827 -4.143
H -1.997 -1.692 5.855
H -1.393 1.156 1.718
H 2.316 -4.116 -1.480
H -0.054 2.995 5.758
H -3.505 3.140 4.396
H 0.228 1.381 -0.094
H -1.881 0.406 3.526
H -1.429 -5.330 -3.444
H -3.634 6.559 0.377
H 0.738 0.098 3.826
H -3.122 2.492 2.770
H 0.821 3.998 4.023
H 0.700 -5.217 -2.652
H 3.916 -0.933 -1.395
```

---

# 3
DFT (the ωB97M-V functional and the def2-TZVPD basis) results for a molecular structure, C29H44CdI2NO5S3.

Calculated values
E_HOMO: -5.172 eV
total charge: -1
orbital gap: 7.04 eV
strongest force on any atom: 0.0133 hartree/bohr

Geometry as XYZ:
```
85
C29H44CdI2NO5S3 (the ωB97M-V functional and the def2-TZVPD basis)
I -0.626 -4.343 1.259
I -1.985 -1.762 1.816
Cd -0.637 0.162 0.111
S -0.074 -0.796 -6.067
S -5.202 -1.274 3.336
S -3.094 0.524 2.118
O 1.302 -1.531 -5.473
O -2.530 0.161 -1.290
O -5.458 1.225 2.522
O 0.459 0.466 -6.550
O -0.825 -1.150 -1.733
N -0.791 -0.691 -4.599
C 2.746 -0.348 1.051
C -6.825 1.157 2.906
C 1.142 1.482 0.164
C 0.598 -4.659 -2.813
C -1.981 -0.720 -1.985
C 0.429 -3.746 -5.053
C 1.291 -3.517 -2.427
C 1.285 2.446 4.769
C 1.397 1.501 2.445
C 0.550 2.579 2.043
C 0.407 2.614 0.676
C 0.283 -5.727 -1.807
C 4.166 0.059 1.469
C 1.092 -2.611 -4.630
C -0.797 3.156 -1.468
C 0.835 4.755 -0.481
C 1.773 0.808 1.290
C 1.538 -2.494 -3.323
C -2.674 -1.252 -3.215
C 2.305 -1.636 1.752
C -1.372 4.372 0.623
C 2.835 -0.712 -0.442
C -4.702 0.135 2.675
C 0.414 0.170 4.316
C 2.873 0.627 4.378
C -2.215 -0.475 -4.445
C -0.236 3.703 -0.154
C 0.185 -4.761 -4.137
C 1.511 1.173 3.932
H -0.017 2.698 -2.078
H 1.405 -2.045 1.285
H 1.259 5.164 0.435
H 2.037 -1.590 -3.013
H -2.466 0.588 -4.365
H -0.566 0.521 3.987
H 0.066 3.260 2.719
H 1.909 3.267 4.420
H 3.519 -1.554 -0.555
H 1.646 4.314 -1.059
H -7.315 1.956 2.355
H 1.561 1.469 -0.834
H -0.353 -5.641 -4.458
H 1.537 2.242 5.811
H 2.077 -1.497 2.801
H 2.840 0.434 5.452
H -1.003 4.851 1.529
H -2.384 -2.295 -3.355
H 3.142 -0.304 3.893
H 4.254 0.254 2.538
H -0.205 -0.398 -3.826
H -2.130 3.643 0.910
H 0.248 2.770 4.746
H 3.666 1.352 4.195
H -1.845 5.139 0.009
H 3.226 0.109 -1.041
H 4.868 -0.734 1.208
H -0.376 -5.339 -1.028
H 0.408 5.573 -1.064
H 1.187 -6.089 -1.319
H 4.463 0.965 0.941
H -0.212 -6.576 -2.278
H -2.712 -0.876 -5.330
H 3.079 -2.400 1.673
H -6.914 1.323 3.981
H 1.602 -3.405 -1.398
H 0.383 0.040 5.399
H 1.872 -1.019 -0.855
H 0.585 -0.807 3.863
H -1.583 2.416 -1.299
H 0.086 -3.827 -6.073
H -1.233 3.968 -2.053
H -7.247 0.182 2.654
H -3.754 -1.171 -3.085
```

---

# 4
DFT (the ωB97M-V functional and the def2-TZVPD basis) results for a molecular structure, C29H44ClN5O3ReS at a distorted geometry.

Calculated values
multiplicity: 4
E_HOMO (alpha / beta): 1.547 / 1.568 eV
total charge: -2
orbital gap (alpha / beta): 1.98 / 1.96 eV
strongest force on any atom: 0.0986 hartree/bohr

Geometry as XYZ:
```
84
C29H44ClN5O3ReS (the ωB97M-V functional and the def2-TZVPD basis)
Re -1.441 -1.088 0.673
Cl -0.307 -0.661 -1.228
S -3.903 -1.393 3.378
O -4.999 -1.645 2.468
O -3.512 -2.405 4.328
O -1.525 0.893 1.509
N 3.302 3.762 -3.440
N -2.471 -0.878 2.404
N -1.464 -3.823 1.700
N 4.984 3.094 -2.307
N -3.147 -3.513 0.335
C 7.184 2.842 -1.278
C -3.928 -2.990 -0.787
C -4.118 -1.492 -0.602
C 5.818 2.224 -1.474
C -2.956 2.443 3.924
C -0.191 -3.687 2.406
C 5.931 0.868 -2.159
C 0.332 -5.079 2.723
C -2.289 0.477 2.460
C 5.388 4.237 -2.969
C -3.958 0.225 4.069
C 0.966 3.633 -2.934
C -2.466 -4.659 2.084
C 0.731 -2.875 1.521
C 4.323 4.660 -3.688
C -0.401 -2.968 3.732
C -3.502 -4.484 1.220
C -1.863 -3.038 0.616
C 1.782 4.984 -4.896
C 1.873 2.486 -4.922
C 3.684 2.809 -2.562
C -5.263 -3.709 -0.835
C -3.034 1.108 3.494
C -3.124 -3.196 -2.060
C 5.081 2.040 -0.159
C -3.801 2.856 4.951
C -4.724 1.966 5.532
C 1.978 3.739 -4.062
C -4.814 0.640 5.085
H 1.689 -2.755 2.038
H 6.468 0.956 -3.112
H 6.499 0.192 -1.508
H -4.450 -4.997 1.200
H -5.842 -3.529 0.080
H -2.928 -4.259 -2.229
H -5.525 -0.071 5.505
H 1.861 5.893 -4.288
H -2.177 -2.648 -2.019
H 5.648 1.347 0.474
H 4.993 2.997 0.368
H 0.862 2.434 -5.344
H 1.026 4.513 -2.283
H -5.377 2.304 6.339
H 4.233 5.513 -4.336
H -2.383 -5.330 2.922
H 0.343 -1.810 1.343
H -5.841 -3.317 -1.680
H -2.232 3.096 3.441
H 2.052 1.585 -4.323
H 0.427 -5.694 1.823
H 7.718 2.942 -2.230
H -3.137 -0.922 -0.490
H 6.371 4.665 -2.893
H 4.081 1.629 -0.338
H -0.692 -1.924 3.582
H -1.170 -3.449 4.346
H 0.901 -3.370 0.559
H 2.589 2.521 -5.752
H 0.776 4.956 -5.328
H -4.756 -1.279 0.261
H -0.041 3.587 -3.364
H -3.755 3.884 5.314
H -0.316 -5.593 3.444
H 7.775 2.180 -0.635
H 7.119 3.818 -0.784
H 2.499 5.027 -5.723
H 1.144 2.728 -2.341
H 0.553 -2.979 4.277
H 4.939 0.437 -2.337
H -5.136 -4.789 -0.989
H -4.580 -1.105 -1.520
H 1.323 -4.983 3.181
H -3.705 -2.808 -2.904
```

---

Quick rundown of M, same order as above: 766.55, 620.56, 949.09, 764.43 Da